[1]
C13H29BIO12P | wB97M-V/def2-TZVPD

As for the LUMO energy: 0.45 eV. Its HOMO energy is -9.53 eV. The molecular weight comes out at 546.05 g mol⁻¹. For the frontier orbital gap, the calculation gives 9.977 eV. The value obtained for the energy is -56594.596 eV.

Element x y z (Å)
C (1.6830, 2.2672, -3.1232)
C (0.4281, 2.1935, -3.9603)
O (-0.5601, 1.4437, -3.2476)
B (-1.7821, 1.2270, -3.7696)
O (-2.1908, 1.6149, -5.0253)
O (-2.6407, 0.4165, -2.9868)
P (-3.9080, 1.1165, -2.3772)
O (-3.9035, 2.5760, -2.4982)
O (-3.9143, 0.5521, -0.8847)
O (-5.1278, 0.4177, -3.1043)
C (-6.1836, -0.3206, -2.4744)
C (-7.4311, -0.1527, -3.3127)
C (-7.9817, 1.2717, -3.2314)
I (-9.6999, 1.4385, -1.9734)
H (2.4927, 2.7095, -3.7053)
H (1.5285, 2.8856, -2.2387)
H (1.9814, 1.2734, -2.7907)
H (0.0445, 3.1958, -4.1706)
H (0.6240, 1.7139, -4.9223)
H (-2.3605, 2.5569, -5.0930)
H (-4.3634, 1.1565, -0.2853)
H (-5.8858, -1.3676, -2.4033)
H (-6.3570, 0.0624, -1.4657)
H (-8.1648, -0.8793, -2.9606)
H (-7.2065, -0.3929, -4.3537)
H (-7.2504, 1.9605, -2.8141)
H (-8.2909, 1.6583, -4.1968)
C (3.5623, 0.5263, 2.6876)
C (4.1571, 0.0643, 1.3778)
O (4.3123, 1.1532, 0.4447)
C (5.3664, 1.9369, 0.6501)
O (6.2013, 1.8034, 1.5084)
O (5.3561, 2.9004, -0.2742)
C (6.4359, 3.8334, -0.1670)
H (2.6191, 1.0455, 2.5141)
H (3.3669, -0.3417, 3.3191)
H (4.2424, 1.1984, 3.2093)
H (3.4911, -0.6296, 0.8697)
H (5.1222, -0.4194, 1.5233)
H (7.3922, 3.3149, -0.1556)
H (6.3362, 4.4258, 0.7412)
H (6.3576, 4.4703, -1.0426)
C (0.9898, -5.6530, 2.9278)
C (0.0716, -4.6106, 3.5246)
O (0.5197, -4.1899, 4.8283)
C (1.5166, -3.3093, 4.8314)
O (2.0402, -2.8235, 3.8600)
O (1.8384, -3.0451, 6.0970)
C (2.9087, -2.1079, 6.2559)
H (1.0992, -6.4982, 3.6078)
H (0.5709, -6.0162, 1.9888)
H (1.9741, -5.2333, 2.7264)
H (-0.9221, -5.0155, 3.7041)
H (-0.0156, -3.7369, 2.8797)
H (2.6961, -1.1872, 5.7163)
H (3.8428, -2.5337, 5.8928)
H (2.9710, -1.9166, 7.3224)



[2]
C20H13BrI3N3O8Pd | wB97M-V/def2-TZVPD

As for the LUMO energy: -1.68 eV. The value obtained for the energy above the lowest of the compared OMol25 structures with the same formula, charge and spin is 32.94 kcal per mole. Its HOMO energy is -8.93 eV. The molecular weight comes out at 990.37 g mol⁻¹. For the frontier orbital gap, the calculation gives 7.248 eV. The value obtained for the energy is -139620.013 eV.

Element x y z (Å)
Pd (-1.4973, -0.2424, -0.8471)
I (-4.2557, -0.2155, -0.5482)
C (-4.1830, -1.4989, -2.2492)
I (-2.8741, -0.7636, -3.7329)
H (-5.1823, -1.6048, -2.6522)
H (-3.7641, -2.4312, -1.8898)
O (0.4825, -0.1555, 0.5545)
C (1.1438, -0.0580, -0.4997)
O (0.6336, -0.0331, -1.6481)
C (2.6359, 0.0937, -0.3990)
C (3.4877, -0.9542, -0.7178)
C (4.8518, -0.7512, -0.6103)
C (5.4079, 0.4482, -0.2111)
C (4.5252, 1.4654, 0.0903)
C (3.1541, 1.3128, 0.0102)
N (5.0668, 2.7711, 0.5159)
O (6.2698, 2.8733, 0.6162)
O (4.2705, 3.6648, 0.7251)
N (5.7654, -1.8647, -0.9464)
O (5.2638, -2.9092, -1.2998)
O (6.9568, -1.6527, -0.8596)
H (3.1057, -1.9122, -1.0414)
H (6.4756, 0.5806, -0.1403)
H (2.5080, 2.1394, 0.2690)
Br (0.3476, 6.0663, -0.4786)
C (-0.3768, 4.3393, -0.5980)
C (-0.6785, 3.6326, 0.5557)
C (-1.1778, 2.3530, 0.4231)
N (-1.3901, 1.7871, -0.7700)
C (-1.1023, 2.4778, -1.8774)
C (-0.6016, 3.7627, -1.8379)
H (-0.5131, 4.0547, 1.5356)
H (-1.4042, 1.7454, 1.2888)
H (-1.2757, 1.9693, -2.8155)
H (-0.3747, 4.2878, -2.7535)
I (-5.8269, -1.6621, 4.3504)
C (-4.2880, -2.1176, 3.0134)
C (-4.4883, -3.0831, 2.0389)
C (-3.4749, -3.3493, 1.1307)
C (-2.2690, -2.6587, 1.1881)
C (-2.0613, -1.7300, 2.2005)
C (-3.0733, -1.4542, 3.1110)
C (-1.2493, -2.9410, 0.1069)
O (-0.5345, -3.9109, 0.1546)
O (-1.3648, -2.1944, -0.9801)
H (-5.4261, -3.6189, 1.9825)
H (-3.6234, -4.1060, 0.3692)
H (-1.1110, -1.2209, 2.2736)
H (-2.9103, -0.7311, 3.8995)



[3]
C23H28FN7O6ReS2Si | wB97M-V/def2-TZVPD

As for the LUMO energy (alpha / beta): -8.33 / -7.75 eV. The value obtained for the energy above the lowest of the compared OMol25 structures with the same formula, charge and spin is 44.86 kcal per mole. Its HOMO energy (alpha / beta) is -12.75 / -12.75 eV. As for the multiplicity: 4. The molecular weight comes out at 795.95 g mol⁻¹. For the frontier orbital gap (alpha / beta), the calculation gives 4.417 / 5.003 eV. Its net charge is +2. The value obtained for the energy is -81397.901 eV.

Element x y z (Å)
Re (0.6615, -0.3953, -0.0930)
C (2.4999, 2.9056, -0.6195)
Si (3.5942, 1.4557, -0.2542)
C (4.4519, 1.7173, 1.3891)
C (4.6552, 1.1800, -1.7606)
N (2.6013, -0.1555, -0.0511)
C (3.3778, -1.3223, 0.0342)
C (4.7742, -1.3830, 0.1869)
C (5.4172, -2.6060, 0.2436)
C (4.7113, -3.8014, 0.1567)
C (3.3246, -3.7938, 0.0176)
C (2.7402, -2.5653, -0.0326)
F (1.3470, -2.4815, -0.1564)
H (3.1979, 3.6914, -0.9227)
H (1.9380, 3.2793, 0.2314)
H (1.8194, 2.7476, -1.4547)
H (4.6042, 2.7891, 1.5247)
H (5.4241, 1.2392, 1.4876)
H (3.8349, 1.3703, 2.2215)
H (5.1384, 2.1318, -1.9901)
H (4.0110, 0.9366, -2.6097)
H (5.4307, 0.4226, -1.6949)
H (5.3605, -0.4844, 0.2690)
H (6.4910, -2.6262, 0.3601)
H (5.2346, -4.7459, 0.2028)
H (2.7341, -4.6966, -0.0389)
O (-2.7402, -2.7082, -0.0594)
C (-1.7895, -2.1320, -0.4736)
O (-1.1009, -1.2007, 0.2240)
C (-1.1449, -2.3574, -1.8219)
C (-0.4670, -1.3092, -2.4293)
C (0.3621, -1.5610, -3.5077)
C (0.4734, -2.8091, -4.0823)
C (-0.2773, -3.8182, -3.4919)
C (-1.0696, -3.6329, -2.3716)
N (-0.1686, -5.1870, -4.0631)
O (-0.7638, -6.0622, -3.4808)
O (0.5164, -5.3040, -5.0524)
N (1.2109, -0.4457, -3.9668)
O (1.6857, -0.5012, -5.0656)
O (1.4115, 0.4426, -3.1399)
H (-0.6334, -0.2736, -2.1321)
H (1.1131, -3.0042, -4.9312)
H (-1.5918, -4.4678, -1.9242)
C (-7.9725, 3.2406, -0.9440)
C (-6.5849, 3.4067, -0.4369)
C (-6.0302, 4.5913, -0.0316)
C (-4.7062, 4.5813, 0.4376)
N (-3.9821, 3.4757, 0.5012)
C (-4.5097, 2.2968, 0.0802)
S (-3.6402, 0.8783, 0.0950)
N (-5.8077, 2.3029, -0.3728)
C (-4.0467, 5.8445, 0.8867)
H (-8.4992, 4.1905, -0.9378)
H (-8.5196, 2.5319, -0.3212)
H (-7.9582, 2.8553, -1.9644)
H (-6.6035, 5.5032, -0.0666)
H (-6.1719, 1.4066, -0.6702)
H (-4.7360, 6.6840, 0.8990)
H (-3.2206, 6.0783, 0.2137)
H (-3.6310, 5.7100, 1.8853)
N (-1.6637, 2.7855, 2.0920)
C (-0.6602, 2.0017, 1.8033)
N (0.1421, 1.5356, 2.7623)
S (-0.4006, 1.6786, 0.1187)
H (-1.8422, 3.0503, 3.0503)
H (-2.4175, 3.0013, 1.3992)
H (-0.0479, 1.7111, 3.7368)
H (0.9744, 1.0229, 2.5339)



[4]
C5H7NO | wB97M-V/def2-TZVPD

As for the LUMO energy: 0.74 eV. The value obtained for the energy above the lowest of the compared OMol25 structures with the same formula, charge and spin is 18.57 kcal per mole. Its HOMO energy is -10.41 eV. The molecular weight comes out at 97.12 g mol⁻¹. For the frontier orbital gap, the calculation gives 11.147 eV. Its SMILES is C[C@H](C#N)CC=O. The value obtained for the energy is -8835.398 eV.

Element x y z (Å)
C (1.4843, -0.8687, -0.5767)
C (0.2130, -0.4465, 0.1762)
C (-0.3719, 0.8825, -0.3194)
C (-1.2043, 1.5443, 0.7582)
O (-1.3593, 1.0697, 1.8573)
C (-0.8155, -1.4998, 0.1958)
N (-1.6185, -2.3275, 0.2791)
H (1.7269, -1.9170, -0.3854)
H (2.3263, -0.2592, -0.2342)
H (1.3832, -0.7320, -1.6573)
H (0.4445, -0.2963, 1.2359)
H (0.4384, 1.5701, -0.6016)
H (-0.9845, 0.7629, -1.2229)
H (-1.6626, 2.5175, 0.4950)



[5]
C41H41CsN8O3S2 | wB97M-V/def2-TZVPD

As for the LUMO energy: 3.14 eV. The value obtained for the energy above the lowest of the compared OMol25 structures with the same formula, charge and spin is 24.07 kcal per mole. Its HOMO energy is -1.25 eV. The molecular weight comes out at 890.87 g mol⁻¹. For the frontier orbital gap, the calculation gives 4.397 eV. Its net charge is -2. The value obtained for the energy is -83463.439 eV.

Element x y z (Å)
Cs (0.6214, -0.8180, 0.6427)
C (-2.3485, -1.2691, -2.0019)
C (-1.0670, -2.0526, -2.0332)
N (-0.8342, -2.8312, -1.0392)
N (0.2490, -3.6702, -1.2623)
C (0.9652, -4.1642, -0.3181)
S (1.1633, -3.9093, 1.3709)
S (2.1424, -5.4055, -0.9308)
C (2.0031, -5.3204, -2.7441)
C (0.9869, -6.2566, -3.3450)
C (1.3538, -7.5406, -3.7432)
C (0.4269, -8.4175, -4.2931)
C (-0.8926, -8.0182, -4.4557)
C (-1.2698, -6.7385, -4.0633)
C (-0.3422, -5.8645, -3.5137)
C (-0.1506, -1.8854, -3.1947)
C (-0.5531, -2.2669, -4.4674)
C (0.3083, -2.2206, -5.5614)
C (1.6094, -1.7635, -5.3480)
C (2.0303, -1.3430, -4.0993)
C (1.1654, -1.3504, -2.9633)
O (1.5172, -0.9094, -1.8144)
H (-2.1623, -0.2297, -1.7208)
H (-3.0431, -1.6966, -1.2805)
H (-2.8009, -1.2422, -2.9965)
H (2.9968, -5.5637, -3.1263)
H (1.7727, -4.2851, -2.9972)
H (2.3852, -7.8558, -3.6138)
H (0.7362, -9.4128, -4.5944)
H (-1.6218, -8.6976, -4.8830)
H (-2.2986, -6.4171, -4.1832)
H (-0.6268, -4.8699, -3.1907)
H (-1.5615, -2.6519, -4.6009)
H (-0.0173, -2.5521, -6.5405)
H (2.3093, -1.7339, -6.1794)
H (3.0439, -0.9843, -3.9430)
O (-1.9540, 7.1153, 5.1795)
C (-2.3125, 5.8436, 4.8565)
O (-3.4564, 5.5187, 4.9762)
C (-1.2205, 4.9346, 4.3823)
C (0.0546, 5.3923, 4.0634)
C (1.0315, 4.5088, 3.6333)
C (0.7304, 3.1544, 3.5079)
C (-0.5524, 2.6894, 3.7852)
C (-1.5143, 3.5800, 4.2361)
N (1.6672, 2.2194, 3.0254)
C (2.8840, 2.3341, 3.3188)
C (3.8889, 1.3586, 2.8202)
C (5.2051, 1.4421, 3.2470)
C (6.1116, 0.4925, 2.7920)
C (5.6662, -0.4963, 1.9407)
C (4.3243, -0.4992, 1.5670)
N (3.4556, 0.4098, 1.9912)
H (-1.0003, 7.2114, 5.0902)
H (0.3183, 6.4438, 4.0992)
H (2.0040, 4.8826, 3.3403)
H (-0.7998, 1.6417, 3.6250)
H (-2.5101, 3.2194, 4.4601)
H (3.2651, 3.1192, 3.9811)
H (5.5086, 2.2293, 3.9270)
H (7.1469, 0.5255, 3.1074)
H (6.3299, -1.2639, 1.5668)
H (3.9341, -1.2657, 0.9020)
C (0.0142, 2.1349, -1.8514)
N (-0.2631, 2.3588, -0.4292)
C (-1.7048, 2.2153, -0.1903)
N (-2.4852, 3.1665, -1.0039)
C (-2.1566, 2.9269, -2.4147)
N (-0.7250, 3.0904, -2.6988)
C (-0.3390, 4.4439, -2.3033)
N (-0.6128, 4.7289, -0.8882)
C (0.1096, 3.7253, -0.0850)
C (-2.0504, 4.5188, -0.6579)
H (-0.2609, 1.1142, -2.1218)
H (1.0853, 2.2416, -2.0316)
H (-1.9132, 2.3784, 0.8692)
H (-2.0155, 1.2020, -0.4297)
H (-2.7217, 3.6309, -3.0325)
H (-2.4526, 1.9109, -2.6798)
H (-0.8881, 5.1636, -2.9167)
H (0.7307, 4.5731, -2.4864)
H (-0.1104, 3.9029, 0.9643)
H (1.1834, 3.8548, -0.2496)
H (-2.6106, 5.2396, -1.2598)
H (-2.2676, 4.6999, 0.3979)
C (-3.7611, -0.8936, 5.2449)
C (-3.8767, 0.2839, 4.5115)
C (-3.0614, 0.4863, 3.3939)
C (-2.0860, -0.4192, 2.9050)
C (-2.0425, -1.5986, 3.6903)
C (-2.8342, -1.8417, 4.8141)
H (-4.3807, -1.0732, 6.1193)
H (-4.6038, 1.0420, 4.8088)
H (-3.2257, 1.4320, 2.8547)
H (-1.3456, -2.3922, 3.4048)
H (-2.7301, -2.7803, 5.3590)



[6]
C3H5NO2 | wB97M-V/def2-TZVPD

As for the LUMO energy: 0.36 eV. The value obtained for the energy above the lowest of the compared OMol25 structures with the same formula, charge and spin is 35.24 kcal per mole. Its HOMO energy is -11.00 eV. The molecular weight comes out at 87.08 g mol⁻¹. For the frontier orbital gap, the calculation gives 11.361 eV. Its SMILES is N#C[C@H](O)CO. The value obtained for the energy is -8776.167 eV.

Element x y z (Å)
O (1.8193, -0.0697, 0.5618)
C (0.7114, -0.6792, -0.0519)
C (-0.5395, 0.1686, 0.2043)
O (-0.3206, 1.4823, -0.2769)
C (-1.7072, -0.4232, -0.4782)
N (-2.5909, -0.9452, -1.0106)
H (2.0236, 0.7185, 0.0406)
H (0.8482, -0.7901, -1.1364)
H (0.5936, -1.6735, 0.3878)
H (-0.7484, 0.1737, 1.2814)
H (-0.0895, 2.0379, 0.4782)